# 1
{"formula": "C35H95N15O15", "method": "ωB97M-V with the def2-TZVPD basis set", "max_force_ev_per_a": 7.9, "e_above_lowest_kj_mol": 783.2, "total_energy_ev": -90891.59878, "e_homo_ev": -7.74, "symbols": ["C", "O", "C", "C", "N", "C", "C", "O", "C", "H", "H", "H", "H", "H", "H", "H", "H", "H", "H", "H", "H", "H", "H", "H", "C", "O", "C", "C", "N", "C", "C", "O", "C", "H", "H", "H", "H", "H", "H", "H", "H", "H", "H", "H", "H", "H", "H", "H", "C", "O", "C", "C", "N", "C", "C", "O", "C", "H", "H", "H", "H", "H", "H", "H", "H", "H", "H", "H", "H", "H", "H", "H", "C", "O", "C", "C", "N", "C", "C", "O", "C", "H", "H", "H", "H", "H", "H", "H", "H", "H", "H", "H", "H", "H", "H", "H", "C", "O", "C", "C", "N", "C", "C", "O", "C", "H", "H", "H", "H", "H", "H", "H", "H", "H", "H", "H", "H", "H", "H", "H", "N", "C", "N", "O", "H", "H", "H", "H", "N", "C", "N", "O", "H", "H", "H", "H", "N", "C", "N", "O", "H", "H", "H", "H", "N", "C", "N", "O", "H", "H", "H", "H", "N", "C", "N", "O", "H", "H", "H", "H"], "xyz": [[-3.656, 1.769, 4.136], [-3.006, 2.782, 3.490], [-3.929, 3.690, 2.879], [-4.989, 3.141, 1.865], [-4.356, 2.436, 0.772], [-5.143, 1.711, -0.143], [-5.774, 0.348, 0.325], [-6.687, -0.127, -0.625], [-6.262, -1.066, -1.531], [-4.721, 1.766, 4.370], [-3.077, 1.644, 5.052], [-3.440, 0.821, 3.644], [-3.340, 4.526, 2.501], [-4.571, 4.117, 3.649], [-5.767, 3.896, 1.757], [-5.497, 2.277, 2.294], [-3.486, 1.971, 0.987], [-4.589, 1.469, -1.050], [-5.945, 2.347, -0.517], [-6.355, 0.666, 1.191], [-4.974, -0.378, 0.474], [-7.151, -1.368, -2.085], [-6.062, -2.029, -1.061], [-5.408, -0.795, -2.152], [-0.985, 4.002, -2.285], [-0.466, 3.455, -1.075], [0.032, 4.320, -0.108], [-0.063, 3.747, 1.284], [0.935, 2.730, 1.567], [0.752, 2.038, 2.839], [2.042, 1.192, 2.959], [3.005, 2.039, 3.596], [4.288, 1.433, 3.815], [-1.698, 4.819, -2.173], [-1.690, 3.287, -2.709], [-0.271, 4.333, -3.038], [-0.624, 5.190, -0.065], [1.082, 4.487, -0.346], [-1.044, 3.283, 1.384], [0.120, 4.602, 1.935], [1.855, 3.136, 1.468], [-0.010, 1.284, 2.642], [0.570, 2.621, 3.742], [2.412, 0.848, 1.993], [1.834, 0.322, 3.582], [4.251, 0.447, 4.278], [4.892, 2.050, 4.480], [4.846, 1.268, 2.893], [-3.101, -3.589, -3.314], [-3.635, -3.533, -1.978], [-2.821, -4.004, -0.969], [-3.511, -3.501, 0.390], [-2.945, -4.198, 1.482], [-3.398, -3.619, 2.712], [-2.708, -4.510, 3.766], [-3.244, -5.846, 3.941], [-2.640, -6.589, 4.910], [-3.927, -3.465, -4.014], [-2.657, -4.575, -3.451], [-2.439, -2.758, -3.559], [-1.736, -3.926, -0.912], [-3.059, -5.068, -0.973], [-4.590, -3.582, 0.255], [-3.271, -2.466, 0.634], [-2.965, -5.204, 1.390], [-4.456, -3.496, 2.945], [-3.020, -2.619, 2.923], [-2.872, -3.865, 4.629], [-1.630, -4.427, 3.627], [-2.937, -7.631, 4.790], [-2.893, -6.257, 5.917], [-1.556, -6.498, 4.836], [2.952, 1.549, -1.261], [4.176, 1.339, -0.534], [4.568, 2.594, 0.057], [5.102, 3.646, -0.966], [6.260, 3.216, -1.762], [6.638, 4.178, -2.817], [7.919, 3.719, -3.544], [8.993, 3.915, -2.641], [10.129, 3.033, -2.705], [3.249, 2.019, -2.199], [2.188, 2.028, -0.649], [2.473, 0.634, -1.610], [5.445, 2.456, 0.690], [3.756, 3.129, 0.549], [5.377, 4.497, -0.342], [4.313, 4.164, -1.511], [7.064, 3.217, -1.152], [6.838, 5.159, -2.386], [5.963, 4.217, -3.671], [8.088, 4.211, -4.502], [7.830, 2.683, -3.872], [10.920, 3.422, -2.065], [10.522, 3.005, -3.721], [9.787, 2.044, -2.401], [0.671, -7.318, -2.409], [0.776, -6.234, -3.281], [1.071, -5.094, -2.448], [0.979, -3.742, -3.211], [1.685, -3.724, -4.464], [1.532, -2.346, -5.064], [2.148, -2.278, -6.520], [1.386, -3.213, -7.286], [0.638, -2.684, -8.360], [0.446, -8.139, -3.089], [-0.178, -7.286, -1.726], [1.574, -7.661, -1.904], [2.097, -4.964, -2.103], [0.462, -5.082, -1.543], [1.446, -3.040, -2.520], [-0.035, -3.347, -3.266], [1.223, -4.343, -5.114], [2.078, -1.678, -4.398], [0.507, -1.987, -5.160], [3.191, -2.575, -6.628], [2.166, -1.216, -6.766], [-0.437, -2.793, -8.214], [1.009, -3.095, -9.299], [0.756, -1.600, -8.373], [-1.134, 6.290, 6.279], [-1.540, 5.815, 5.188], [-1.868, 4.587, 5.359], [-1.824, 6.615, 4.229], [-0.878, 5.715, 7.069], [-0.972, 7.287, 6.302], [-2.415, 4.049, 4.702], [-1.676, 4.192, 6.269], [-0.537, 0.884, -1.192], [-1.088, -0.098, -0.450], [-1.414, 0.436, 0.679], [-1.352, -1.203, -0.851], [-0.233, 0.725, -2.142], [-0.654, 1.821, -0.835], [-0.927, 1.299, 0.877], [-1.470, -0.278, 1.390], [0.046, -2.833, 0.941], [-0.086, -2.415, 2.122], [0.606, -3.223, 2.869], [-0.679, -1.425, 2.458], [0.021, -3.824, 0.745], [-0.548, -2.292, 0.329], [0.858, -4.144, 2.541], [0.576, -3.069, 3.867], [-1.058, 0.387, -5.531], [-0.091, 1.148, -4.996], [0.212, 2.301, -5.616], [0.546, 0.917, -3.931], [-1.478, -0.339, -4.968], [-1.075, 0.368, -6.541], [-0.025, 2.489, -6.580], [0.818, 2.917, -5.093], [0.051, -0.712, 6.223], [0.736, -1.796, 6.119], [2.024, -1.712, 6.406], [0.343, -2.848, 5.678], [0.439, 0.065, 6.739], [-0.767, -0.643, 5.635], [2.520, -2.584, 6.293], [2.381, -0.820, 6.718]]}


# 2
{"formula": "C35H95N15O15", "method": "ωB97M-V with the def2-TZVPD basis set", "max_force_ev_per_a": 2.4, "e_above_lowest_kj_mol": 221.3, "total_energy_ev": -90897.42332, "e_homo_ev": -8.09, "symbols": ["C", "O", "C", "C", "N", "C", "C", "O", "C", "H", "H", "H", "H", "H", "H", "H", "H", "H", "H", "H", "H", "H", "H", "H", "C", "O", "C", "C", "N", "C", "C", "O", "C", "H", "H", "H", "H", "H", "H", "H", "H", "H", "H", "H", "H", "H", "H", "H", "C", "O", "C", "C", "N", "C", "C", "O", "C", "H", "H", "H", "H", "H", "H", "H", "H", "H", "H", "H", "H", "H", "H", "H", "C", "O", "C", "C", "N", "C", "C", "O", "C", "H", "H", "H", "H", "H", "H", "H", "H", "H", "H", "H", "H", "H", "H", "H", "C", "O", "C", "C", "N", "C", "C", "O", "C", "H", "H", "H", "H", "H", "H", "H", "H", "H", "H", "H", "H", "H", "H", "H", "N", "C", "N", "O", "H", "H", "H", "H", "N", "C", "N", "O", "H", "H", "H", "H", "N", "C", "N", "O", "H", "H", "H", "H", "N", "C", "N", "O", "H", "H", "H", "H", "N", "C", "N", "O", "H", "H", "H", "H"], "xyz": [[4.185, 3.950, -4.520], [4.191, 2.801, -3.727], [2.925, 2.635, -3.079], [2.990, 1.464, -2.104], [2.304, 0.245, -2.487], [3.207, -0.583, -3.308], [2.454, -1.671, -4.021], [1.492, -1.073, -4.932], [0.390, -1.919, -5.082], [3.349, 4.016, -5.227], [5.112, 4.178, -5.042], [4.075, 4.819, -3.837], [2.169, 2.683, -3.867], [2.841, 3.514, -2.417], [2.506, 1.843, -1.195], [4.040, 1.328, -1.852], [1.487, 0.350, -3.087], [3.922, -1.093, -2.651], [3.840, 0.024, -3.974], [1.881, -2.279, -3.312], [3.089, -2.283, -4.669], [0.648, -2.980, -5.225], [-0.287, -1.676, -5.894], [-0.123, -1.916, -4.109], [-3.266, 1.456, 1.635], [-2.524, 2.346, 0.829], [-3.214, 2.657, -0.367], [-2.406, 3.572, -1.245], [-1.073, 3.012, -1.581], [-0.201, 4.102, -2.063], [-0.448, 4.438, -3.522], [-1.656, 5.171, -3.717], [-1.477, 6.602, -3.586], [-2.726, 1.345, 2.568], [-3.418, 0.442, 1.260], [-4.264, 1.900, 1.768], [-4.139, 3.154, -0.020], [-3.601, 1.778, -0.902], [-2.272, 4.476, -0.624], [-2.983, 3.872, -2.114], [-0.734, 2.727, -0.662], [0.819, 3.792, -1.832], [-0.293, 5.046, -1.496], [-0.530, 3.487, -4.054], [0.347, 4.983, -4.037], [-1.755, 6.885, -2.567], [-2.156, 6.979, -4.350], [-0.469, 6.987, -3.758], [-9.222, -3.150, 0.417], [-7.967, -2.515, 0.444], [-6.895, -3.399, 0.669], [-5.660, -2.971, -0.098], [-4.445, -3.071, 0.684], [-4.042, -4.451, 0.990], [-2.578, -4.511, 1.367], [-2.331, -5.770, 1.933], [-0.958, -6.176, 2.053], [-10.013, -2.399, 0.415], [-9.435, -3.746, 1.315], [-9.287, -3.748, -0.498], [-7.197, -4.406, 0.356], [-6.730, -3.455, 1.752], [-5.776, -1.938, -0.408], [-5.589, -3.565, -1.024], [-3.685, -2.566, 0.243], [-4.324, -5.108, 0.150], [-4.649, -4.765, 1.852], [-2.199, -3.677, 1.975], [-1.982, -4.385, 0.436], [-0.755, -6.563, 1.053], [-1.005, -6.963, 2.803], [-0.285, -5.399, 2.407], [-4.768, 4.197, 4.113], [-3.465, 4.426, 4.613], [-2.559, 3.358, 4.413], [-1.329, 3.650, 5.256], [-0.341, 2.610, 5.289], [-0.741, 1.338, 5.822], [0.424, 0.389, 5.873], [0.921, 0.085, 4.598], [1.935, -0.884, 4.670], [-5.304, 5.137, 4.090], [-5.242, 3.513, 4.826], [-4.687, 3.693, 3.146], [-2.332, 3.276, 3.335], [-3.036, 2.374, 4.591], [-1.547, 3.935, 6.288], [-0.990, 4.562, 4.752], [0.346, 2.584, 4.557], [-1.580, 0.781, 5.370], [-1.023, 1.494, 6.875], [0.169, -0.580, 6.327], [1.161, 0.830, 6.565], [1.505, -1.900, 4.667], [2.672, -0.770, 5.472], [2.489, -0.936, 3.725], [9.013, 1.448, -6.894], [8.240, 0.796, -5.909], [8.458, 1.319, -4.596], [7.436, 0.660, -3.651], [7.957, -0.519, -3.013], [6.962, -1.242, -2.231], [6.570, -0.528, -0.941], [5.497, -1.326, -0.392], [5.137, -0.823, 0.887], [10.056, 1.468, -6.558], [8.573, 2.394, -7.224], [9.060, 0.838, -7.804], [8.256, 2.400, -4.611], [9.462, 1.128, -4.192], [6.490, 0.568, -4.205], [7.218, 1.471, -2.942], [8.289, -1.166, -3.723], [7.404, -2.206, -1.958], [6.053, -1.561, -2.761], [6.158, 0.484, -1.077], [7.443, -0.468, -0.277], [5.034, 0.262, 0.835], [5.917, -1.113, 1.604], [4.247, -1.318, 1.268], [0.076, -4.020, 4.835], [-0.936, -3.214, 5.334], [-1.191, -3.347, 6.702], [-1.561, -2.371, 4.650], [0.352, -3.989, 3.875], [0.390, -4.814, 5.357], [-1.934, -2.753, 7.030], [-0.593, -3.909, 7.269], [-0.878, -0.680, 1.823], [0.296, -0.734, 1.096], [0.177, -0.512, -0.257], [1.331, -1.278, 1.562], [-1.654, -0.215, 1.377], [-0.832, -0.647, 2.832], [-0.646, -0.053, -0.620], [1.030, -0.585, -0.796], [0.897, -3.865, -0.426], [2.170, -3.719, -0.948], [2.868, -2.611, -0.498], [2.673, -4.516, -1.780], [0.552, -3.192, 0.236], [0.330, -4.635, -0.711], [2.496, -1.999, 0.229], [3.854, -2.647, -0.680], [-2.020, 1.322, -3.860], [-2.297, 0.027, -3.440], [-2.751, -0.821, -4.444], [-2.120, -0.357, -2.268], [-1.411, 1.896, -3.283], [-2.226, 1.651, -4.781], [-2.816, -0.440, -5.364], [-3.009, -1.767, -4.263], [-5.826, 0.709, 5.117], [-4.654, -0.043, 5.191], [-4.216, -0.575, 3.993], [-4.069, -0.258, 6.227], [-6.060, 1.145, 5.992], [-6.514, 0.553, 4.413], [-3.387, -1.141, 4.047], [-4.736, -0.606, 3.141]]}


# 3
{"formula": "C36H100N8O10", "method": "ωB97M-V with the def2-TZVPD basis set", "charge": 1, "max_force_ev_per_a": 5.4, "s_squared": 0.755, "e_above_lowest_kj_mol": 184.2, "total_energy_ev": -71332.66674, "e_homo_ev": [-10.66, -10.66], "multiplicity": 2, "symbols": ["C", "C", "O", "H", "H", "H", "H", "H", "H", "C", "C", "O", "H", "H", "H", "H", "H", "H", "C", "C", "C", "O", "C", "N", "H", "H", "H", "H", "H", "H", "H", "H", "H", "H", "H", "C", "C", "C", "O", "C", "N", "H", "H", "H", "H", "H", "H", "H", "H", "H", "H", "H", "C", "C", "C", "O", "C", "N", "H", "H", "H", "H", "H", "H", "H", "H", "H", "H", "H", "C", "C", "C", "O", "C", "N", "H", "H", "H", "H", "H", "H", "H", "H", "H", "H", "H", "C", "C", "C", "O", "C", "N", "H", "H", "H", "H", "H", "H", "H", "H", "H", "H", "H", "C", "C", "C", "O", "C", "N", "H", "H", "H", "H", "H", "H", "H", "H", "H", "H", "H", "C", "C", "C", "O", "C", "N", "H", "H", "H", "H", "H", "H", "H", "H", "H", "H", "H", "C", "C", "C", "O", "C", "N", "H", "H", "H", "H", "H", "H", "H", "H", "H", "H", "H"], "xyz": [[2.515, -4.824, -0.158], [1.206, -5.452, -0.511], [0.553, -5.575, 0.808], [2.316, -4.004, 0.531], [2.902, -4.414, -1.091], [3.214, -5.502, 0.332], [1.291, -6.491, -0.832], [0.604, -4.820, -1.164], [0.037, -6.384, 0.838], [-0.738, -2.787, 4.874], [-1.781, -3.501, 5.786], [-2.638, -2.492, 6.295], [-0.250, -3.702, 4.539], [-0.197, -2.083, 5.507], [-1.155, -2.177, 4.072], [-1.294, -4.151, 6.513], [-2.478, -4.086, 5.186], [-3.261, -2.261, 5.602], [-4.320, -3.718, 1.169], [-4.190, -5.184, 1.291], [-3.594, -5.727, 2.663], [-3.120, -7.044, 2.461], [-2.435, -7.551, 3.620], [-5.473, -5.840, 1.023], [-3.345, -3.232, 1.174], [-5.025, -3.327, 1.903], [-4.779, -3.487, 0.208], [-3.537, -5.537, 0.493], [-4.396, -5.650, 3.397], [-2.749, -5.183, 3.085], [-2.959, -7.207, 4.511], [-1.398, -7.216, 3.603], [-2.388, -8.617, 3.397], [-5.366, -6.833, 1.169], [-5.674, -5.676, 0.046], [5.668, 1.345, -0.032], [4.622, 0.486, -0.723], [4.622, -0.869, -0.100], [5.856, -1.541, -0.354], [6.405, -2.047, 0.853], [3.500, 1.237, -0.419], [6.611, 0.864, -0.288], [5.495, 1.467, 1.038], [5.829, 2.381, -0.329], [4.791, 0.618, -1.792], [3.906, -1.512, -0.612], [4.371, -0.821, 0.960], [5.966, -3.000, 1.149], [6.372, -1.343, 1.684], [7.473, -2.238, 0.743], [2.803, 0.618, -0.808], [3.289, 1.303, 0.566], [-3.570, 3.105, -2.773], [-2.402, 4.118, -2.617], [-1.051, 3.702, -3.332], [-0.343, 2.662, -2.657], [0.807, 2.124, -3.255], [-2.821, 5.403, -3.081], [-3.285, 2.066, -2.606], [-3.829, 3.129, -3.832], [-4.452, 3.297, -2.161], [-2.153, 4.231, -1.562], [-0.407, 4.582, -3.316], [-1.128, 3.389, -4.373], [1.154, 1.371, -2.547], [1.611, 2.859, -3.306], [0.612, 1.626, -4.205], [-3.765, 5.389, -2.722], [-2.220, 6.152, -2.768], [3.046, 2.514, 3.940], [1.874, 1.918, 3.228], [0.475, 2.178, 3.816], [0.224, 1.446, 5.089], [-1.140, 1.334, 5.532], [1.931, 2.314, 1.860], [2.897, 3.590, 3.844], [3.945, 2.249, 3.383], [3.045, 2.164, 4.972], [1.820, 0.830, 3.186], [-0.255, 1.816, 3.091], [0.226, 3.239, 3.826], [-1.700, 0.751, 4.801], [-1.627, 2.298, 5.683], [-1.158, 0.826, 6.496], [1.734, 3.293, 1.711], [1.135, 1.895, 1.401], [-3.515, 1.596, 1.730], [-4.437, 0.468, 2.198], [-5.350, -0.152, 1.103], [-6.017, 0.866, 0.344], [-6.915, 0.475, -0.704], [-3.542, -0.588, 2.731], [-3.932, 2.240, 0.956], [-2.581, 1.271, 1.273], [-3.069, 2.123, 2.573], [-5.019, 0.973, 2.969], [-6.070, -0.818, 1.577], [-4.731, -0.769, 0.451], [-6.467, 0.007, -1.580], [-7.460, 1.375, -0.991], [-7.718, -0.178, -0.360], [-2.864, -0.181, 3.359], [-4.047, -1.141, 3.409], [1.219, -2.117, -8.398], [1.123, -1.491, -6.963], [2.087, -0.313, -6.735], [1.904, 0.623, -7.848], [2.663, 1.762, -7.513], [-0.279, -1.121, -6.807], [0.590, -2.996, -8.538], [2.227, -2.475, -8.607], [0.915, -1.487, -9.235], [1.213, -2.314, -6.254], [3.134, -0.606, -6.650], [1.732, 0.020, -5.759], [3.638, 1.471, -7.123], [2.298, 2.139, -6.558], [2.802, 2.455, -8.343], [-0.965, -1.817, -7.063], [-0.388, -0.396, -7.501], [-0.736, -0.874, 1.353], [0.276, -0.300, 0.358], [0.521, -1.170, -0.914], [1.708, -0.809, -1.561], [1.889, -1.409, -2.870], [-0.181, 1.063, 0.114], [-0.511, -1.883, 1.699], [-1.711, -0.970, 0.875], [-0.796, -0.228, 2.229], [1.255, -0.279, 0.838], [-0.246, -1.040, -1.678], [0.599, -2.225, -0.655], [1.894, -2.490, -2.732], [2.888, -1.143, -3.216], [1.087, -1.135, -3.556], [-1.008, 0.848, -0.424], [0.479, 1.415, -0.565], [3.258, 6.524, 2.255], [3.229, 5.520, 1.008], [1.789, 5.405, 0.387], [0.971, 4.943, 1.381], [-0.241, 4.427, 0.889], [4.151, 6.034, -0.005], [4.331, 6.584, 2.438], [2.801, 6.182, 3.183], [2.980, 7.555, 2.032], [3.489, 4.502, 1.295], [1.800, 4.758, -0.490], [1.511, 6.386, 0.000], [-0.727, 3.885, 1.700], [-0.018, 3.622, 0.189], [-0.693, 5.235, 0.314], [5.062, 6.106, 0.424], [3.813, 6.984, -0.063]]}